A molecular structure, C42H52BaClN5OP2S3 in a non-equilibrium geometry, computed with wB97M-V/def2-TZVPD.

Last column: Mulliken charge in e.
Atoms and positions in Å:
Ba (-0.462, 0.775, 0.567)  0.906
Cl (-5.738, -5.517, 5.663)  -0.234
S (-1.791, 2.037, 2.824)  -0.576
S (-2.480, 1.337, -1.505)  -0.580
S (2.238, -1.361, 3.843)  -0.216
P (0.124, -2.877, -0.898)  0.655
P (2.580, -0.366, -0.892)  0.943
O (-0.644, -1.646, 5.654)  -0.700
N (1.110, 2.777, 1.838)  1.186
N (2.160, -0.496, -3.529)  -0.249
N (-0.468, -1.622, 4.377)  0.798
N (-0.038, 3.200, -1.002)  1.364
N (-0.183, -2.070, -3.458)  0.168
C (-3.665, 3.786, -1.654)  -0.846
C (0.200, -1.432, -4.611)  0.013
C (0.493, 2.614, -2.242)  -0.726
C (-2.512, -2.076, -0.873)  -1.568
C (0.953, 4.026, -0.313)  -1.847
C (-2.127, -4.086, -2.296)  -1.818
C (3.717, 0.820, -1.735)  -1.801
C (0.557, -1.857, -2.359)  -0.873
C (-1.625, 4.643, 3.583)  -0.669
C (-1.694, -3.356, -1.024)  2.648
C (-0.954, 3.574, 2.961)  1.018
C (-4.850, -3.061, 4.964)  -0.796
C (-1.957, -4.275, 0.179)  -2.157
C (-1.020, 5.864, 3.807)  -0.607
C (1.846, 3.260, 0.654)  0.284
C (-3.729, 5.168, -1.691)  -0.582
C (-0.177, -0.945, -6.953)  -0.577
C (0.302, 6.067, 3.426)  -0.898
C (1.713, -1.048, -2.376)  -0.092
C (-3.898, -2.186, 4.460)  -0.297
C (-1.648, -1.702, 3.475)  1.560
C (1.408, -0.687, -4.655)  -0.012
C (4.712, -0.738, 0.831)  -1.783
C (0.858, -4.471, -1.496)  -1.867
C (1.813, -0.122, -5.873)  -0.388
C (-0.585, -1.532, -5.764)  -0.388
C (-2.386, -4.014, 4.115)  -0.128
C (0.975, 5.036, 2.796)  -0.088
C (-1.368, 5.257, -1.333)  0.070
C (-2.570, 5.915, -1.541)  -0.958
C (-3.321, -4.898, 4.622)  -0.894
C (3.278, -2.704, 0.575)  -1.599
C (0.688, -1.399, 3.896)  0.259
C (0.360, 3.815, 2.530)  -1.131
C (-2.463, 3.095, -1.448)  0.680
C (2.025, 2.132, 2.781)  -0.659
C (1.028, -0.250, -7.009)  -0.524
C (-2.669, -2.656, 4.026)  -0.211
C (3.903, -1.543, -0.196)  2.015
C (-4.550, -4.409, 5.037)  0.395
C (4.814, -2.090, -1.296)  -2.023
C (-1.300, 3.868, -1.253)  -0.407
H (1.346, 0.200, -7.942)  0.359
H (2.507, -2.359, 1.266)  -0.063
H (2.303, 2.391, 0.168)  -0.372
H (0.426, 4.779, 0.267)  0.827
H (0.799, 7.011, 3.608)  0.398
H (4.383, 1.276, -1.004)  0.293
H (1.597, 4.555, -1.030)  0.370
H (-4.562, 3.194, -1.784)  0.413
H (-1.521, -3.877, 1.098)  0.200
H (4.059, -3.205, 1.159)  0.587
H (-3.107, -5.955, 4.702)  0.389
H (-1.578, 6.661, 4.285)  0.364
H (0.753, -5.259, -0.746)  0.374
H (0.371, -4.771, -2.423)  0.479
H (1.452, 1.740, 3.623)  0.244
H (1.915, -4.326, -1.706)  0.527
H (-2.593, 6.996, -1.585)  0.370
H (-3.219, -4.183, -2.292)  0.542
H (4.281, 0.314, -2.513)  0.512
H (-0.466, 5.848, -1.232)  0.386
H (5.527, -1.339, -1.640)  0.364
H (4.079, -0.438, 1.671)  0.067
H (2.769, 2.841, 3.169)  0.328
H (-3.034, -4.389, 0.337)  0.510
H (-4.681, 5.663, -1.843)  0.363
H (-1.709, -5.094, -2.341)  0.425
H (-2.330, -1.388, -1.699)  0.215
H (2.835, -3.441, -0.083)  0.292
H (-4.114, -1.125, 4.409)  0.469
H (5.388, -2.942, -0.916)  0.532
H (-1.535, -5.270, 0.017)  0.378
H (2.747, 0.427, -5.895)  0.418
H (2.663, 3.936, 0.944)  0.303
H (-1.284, -2.037, 2.499)  -0.757
H (-2.648, 4.478, 3.893)  0.431
H (0.932, 3.382, -2.893)  0.290
H (-1.825, -3.531, -3.181)  0.133
H (-2.276, -1.572, 0.070)  -0.069
H (1.251, 1.863, -2.020)  -0.176
H (2.004, 5.192, 2.489)  0.308
H (2.548, 1.304, 2.294)  -0.096
H (-0.794, -1.027, -7.839)  0.376
H (-5.810, -2.701, 5.306)  0.419
H (5.515, -1.368, 1.230)  0.533
H (-0.309, 2.110, -2.776)  0.396
H (-3.581, -2.306, -0.844)  0.546
H (-1.519, -2.078, -5.697)  0.418
H (-1.419, -4.382, 3.788)  0.394
H (5.175, 0.154, 0.414)  0.373
H (4.232, -2.426, -2.157)  0.324
H (-2.068, -0.698, 3.385)  -0.375
H (3.146, 1.606, -2.220)  0.477

Output
⟨S²⟩ ... 0.770
Maximum force ... 1.3 eV/A
Relative energy (zero: lowest compared OMol25 entry of this formula, charge and spin) ... 21.21 kcal/mol
M ... 973.84 g/mol
LUMO energy (alpha / beta) ... 0.01583 / 0.01584 hartree
Gap between HOMO and LUMO (alpha / beta) ... 3.096 / 5.123 eV
Multiplicity ... 2
Charge ... -1